78
Properties=species:S:1:pos:R:3:lowdin_charge:R:1 method="wB97M-V/def2-TZVPD" fmax_ev_per_a=8.8 e_above_lowest_ev=7.205 e_tot_ha=-2792.47525 orbital_gap_ev=8.04 charge=-1 e_homo_ev=-6.189
Cl 0.21 -0.60 0.04 0.65
O 1.56 -1.01 0.33 -0.33
O -0.03 0.79 0.48 -0.36
O 0.10 -0.66 -1.41 -0.40
O -0.75 -1.53 0.55 -0.36
O 1.36 -4.01 -0.70 -0.05
H 0.94 -3.26 -1.13 -0.01
H 0.75 -4.24 0.00 0.02
O 1.91 0.50 3.34 -0.02
H 2.47 0.15 4.03 0.05
H 1.34 -0.24 3.10 0.02
O 3.33 1.58 1.31 -0.07
H 3.80 0.79 1.05 0.02
H 2.65 1.27 1.90 -0.04
C 3.69 -2.75 -3.40 -0.84
O 3.64 -3.65 -2.62 0.08
N 4.23 -2.80 -4.58 0.17
N 3.20 -1.59 -3.12 0.17
H 4.25 -1.93 -5.08 0.10
H 4.73 -3.57 -5.00 0.12
H 3.43 -0.90 -3.82 0.10
H 2.82 -1.36 -2.21 0.11
C -1.97 3.14 -1.83 -0.82
O -2.55 4.08 -2.32 0.03
N -2.50 1.98 -1.80 0.16
N -0.72 3.10 -1.44 0.19
H -2.00 1.25 -1.32 0.08
H -3.43 1.87 -2.18 0.12
H -0.17 3.95 -1.43 0.13
H -0.31 2.18 -1.30 0.07
C -0.13 -3.86 -3.90 -0.78
O 0.62 -4.79 -4.25 0.01
N 0.25 -2.60 -3.90 0.18
N -1.35 -4.07 -3.55 0.17
H -0.38 -1.87 -3.60 0.09
H 1.16 -2.35 -4.25 0.09
H -1.94 -3.35 -3.16 0.11
H -1.54 -5.06 -3.59 0.12
C -4.17 -2.83 0.87 -0.89
O -4.34 -3.47 1.87 0.06
N -4.74 -1.76 0.56 0.18
N -3.24 -3.13 0.05 0.17
H -5.33 -1.35 1.27 0.13
H -4.38 -1.12 -0.13 0.11
H -2.66 -3.95 0.16 0.13
H -3.00 -2.44 -0.65 0.10
C -3.20 1.53 3.08 -0.84
O -2.57 1.38 4.07 0.08
N -3.02 0.91 1.95 0.18
N -4.16 2.37 3.00 0.16
H -3.71 1.04 1.22 0.09
H -2.31 0.19 1.83 0.09
H -4.52 2.87 3.80 0.12
H -4.63 2.41 2.10 0.10
C 2.93 2.94 -1.88 -0.79
O 3.07 3.39 -0.78 0.07
N 3.30 3.51 -3.01 0.14
N 2.47 1.75 -2.14 0.17
H 3.92 4.30 -3.00 0.11
H 3.17 2.96 -3.85 0.09
H 2.38 1.47 -3.11 0.09
H 2.23 1.13 -1.38 0.09
C 0.71 4.21 2.07 -0.87
O 1.76 3.98 1.61 0.08
N -0.34 3.57 1.84 0.21
N 0.58 5.28 2.80 0.15
H -0.26 2.71 1.33 0.08
H -1.25 3.78 2.22 0.12
H -0.33 5.46 3.20 0.09
H 1.37 5.89 2.92 0.11
C -0.09 -1.28 4.72 -0.80
O -0.86 -0.38 5.11 0.02
N 1.01 -1.60 5.31 0.14
N -0.41 -2.14 3.80 0.18
H 1.70 -2.21 4.90 0.11
H 1.16 -1.26 6.25 0.13
H -1.29 -2.01 3.31 0.12
H 0.35 -2.72 3.48 0.11

---

81
Properties=species:S:1:pos:R:3:lowdin_charge:R:1 method="wB97M-V/def2-TZVPD" fmax_ev_per_a=1.1 e_tot_ha=-5008.09854 orbital_gap_ev=9.31 charge=+1 e_homo_ev=-12.472
C 0.76 -1.78 2.06 -0.13
C -0.25 -0.87 1.35 -0.67
Br -1.02 0.29 2.72 0.84
C 0.51 -0.07 0.31 -0.14
N -0.29 0.56 -0.83 -0.18
C 0.13 2.02 -0.93 -0.09
C -0.46 2.87 0.19 -0.16
F 0.19 4.10 0.06 -0.02
C -1.78 0.56 -0.65 -0.02
C -2.49 -0.68 -1.13 -0.42
O -2.89 -1.56 -0.44 0.20
F -2.71 -0.71 -2.44 0.14
C 0.05 -0.11 -2.13 -0.12
P 1.75 0.23 -2.75 0.44
O 2.76 0.38 -1.71 -0.20
O 1.67 1.56 -3.63 -0.10
O 2.06 -0.92 -3.81 -0.08
H 1.52 -1.18 2.56 0.08
H 1.19 -2.45 1.32 0.10
H 0.22 -2.33 2.81 0.05
H -1.00 -1.54 0.95 0.08
H 1.22 -0.76 -0.14 0.12
H 1.13 0.66 0.82 0.14
H 1.20 2.10 -0.84 0.13
H -0.20 2.44 -1.88 0.14
H -0.19 2.49 1.17 0.08
H -1.51 3.08 0.06 0.09
H -2.09 0.75 0.37 0.10
H -2.18 1.39 -1.24 0.15
H -0.04 -1.18 -2.01 0.13
H -0.64 0.26 -2.88 0.12
H 1.14 1.41 -4.43 0.10
H 1.39 -1.62 -3.79 0.10
O 1.24 4.45 -5.14 -0.03
H 1.55 3.57 -4.92 0.02
H 1.76 5.05 -4.60 0.07
O -1.49 3.88 -4.92 -0.08
H -0.62 4.08 -5.30 -0.01
H -1.97 3.46 -5.65 0.03
O 5.04 -0.04 -4.22 -0.04
H 4.99 0.66 -4.87 0.04
H 4.13 -0.31 -4.07 -0.02
O -2.08 -2.75 3.99 -0.09
H -2.78 -2.39 3.44 0.00
H -2.54 -3.01 4.79 0.01
O -2.98 -1.55 6.45 -0.05
H -3.19 -1.98 7.29 0.05
H -2.02 -1.54 6.41 0.03
O 1.45 -2.36 4.82 -0.05
H 1.66 -3.27 5.09 0.05
H 0.69 -2.13 5.36 0.05
O -2.03 -4.44 -0.17 -0.05
H -2.18 -3.51 -0.37 -0.02
H -1.61 -4.79 -0.96 0.00
O 0.31 -5.02 -1.80 -0.06
H 0.75 -5.19 -2.64 0.04
H 0.40 -5.84 -1.31 0.06
O -5.01 -2.72 3.79 -0.04
H -5.71 -2.36 3.23 0.04
H -5.47 -2.98 4.59 0.05
O -3.13 4.11 -1.08 -0.06
H -3.70 4.83 -0.79 0.05
H -2.77 4.42 -1.92 0.01
O 4.67 -2.88 4.47 -0.04
H 3.73 -2.69 4.43 0.02
H 5.02 -2.25 5.11 0.07
O 4.43 -5.65 5.12 -0.06
H 4.52 -4.74 4.82 0.00
H 4.95 -6.19 4.51 0.05
O -1.61 4.66 -7.60 -0.05
H -2.18 5.40 -7.34 0.05
H -1.26 4.93 -8.45 0.05
O -1.97 6.15 -2.74 -0.05
H -2.02 7.07 -3.02 0.05
H -1.52 5.69 -3.47 0.01
O 1.94 6.38 0.98 -0.05
H 1.77 5.51 0.59 0.00
H 1.49 7.00 0.39 0.03
O 1.87 -5.92 6.51 -0.07
H 2.82 -5.85 6.32 -0.01
H 1.51 -6.34 5.73 0.03